74
Properties=species:S:1:pos:R:3:forces:R:3 method="wB97M-V/def2-TZVPD" e_above_lowest_ev=2.355 charge=-2 e_homo_ha=-0.006 multiplicity=2 energy_ha=-4963.45603 e_lumo_ha=0.1282
Yb -0.503978 -0.240660 -0.279019 1.0 0.4 -1.1
C 3.666619 0.067353 4.162718 0.0 0.0 -0.2
N 3.125297 0.290303 2.835312 0.2 0.0 0.2
C 3.768428 0.897342 1.783883 0.0 0.0 -0.1
C 2.893038 0.874655 0.730649 0.1 0.1 -0.1
N 1.739420 0.273823 1.128759 -0.3 0.0 -0.2
C 1.892946 -0.070866 2.381207 0.1 -0.1 0.2
P 0.682714 -1.014719 3.332930 -0.3 0.0 -0.1
C 0.518403 -2.403618 2.167729 0.3 -0.1 0.2
N 0.771646 -2.347127 0.877896 -0.1 0.1 -0.2
C 0.669470 -3.629462 0.415465 0.0 0.0 -0.1
C 0.353701 -4.465264 1.441123 -0.1 0.0 0.1
N 0.290829 -3.683486 2.568886 -0.1 -0.1 0.1
C -0.350345 -4.092507 3.802348 -0.1 0.0 -0.1
C -0.767561 0.049733 2.969735 0.2 0.3 0.4
N -0.792835 1.047653 2.101063 -0.2 -0.1 -0.1
C -1.932307 1.755447 2.373549 0.0 0.1 0.0
C -2.588868 1.196792 3.423374 0.0 -0.1 0.1
N -1.827911 0.122994 3.819329 -0.1 -0.2 0.0
C -2.252062 -0.905574 4.758276 0.1 0.1 -0.1
H 4.656061 0.513703 4.213520 0.0 0.0 0.0
H 3.750673 -0.996138 4.380345 0.0 -0.1 0.0
H 3.035819 0.524673 4.922264 0.0 0.0 0.0
H 4.774207 1.274614 1.876113 -0.1 0.0 0.0
H 3.014920 1.221483 -0.286642 0.0 -0.1 0.2
H 0.777667 -3.862719 -0.630877 0.0 0.0 0.0
H 0.098464 -5.512414 1.457147 0.0 0.1 0.0
H -0.063488 -5.116518 4.037494 0.0 0.0 0.0
H -1.435952 -4.031702 3.677403 0.0 0.0 0.0
H -0.038470 -3.437942 4.616082 0.0 0.0 0.0
H -2.219531 2.609797 1.784068 0.0 -0.1 0.0
H -3.531291 1.426604 3.891681 0.0 0.0 0.0
H -2.944994 -0.465717 5.472965 0.0 0.0 0.0
H -1.385872 -1.292194 5.294798 0.0 0.0 0.0
H -2.736768 -1.721780 4.220235 0.0 0.0 0.0
I -5.674164 0.748726 1.012530 0.0 0.0 -0.1
C -4.752989 1.561746 -0.677866 0.0 0.0 0.1
C -5.503776 2.347712 -1.566982 0.2 -0.1 0.1
C -4.915329 2.913443 -2.665591 -0.1 0.1 -0.1
I -6.117393 4.106960 -3.921137 0.1 -0.1 0.1
C -3.537732 2.712168 -2.945201 0.0 -0.1 0.1
C -2.808309 3.262761 -4.022239 -0.1 0.0 0.0
C -1.484850 2.957990 -4.169083 0.0 0.0 0.0
C -0.861868 2.093310 -3.245737 0.3 0.0 -0.4
N -1.506531 1.593776 -2.231345 -0.1 -0.3 0.4
C -2.807330 1.886123 -2.060113 -0.2 0.2 -0.1
C -3.384586 1.306076 -0.859968 -0.1 0.0 0.0
O -2.646940 0.647485 -0.070275 0.0 0.1 -0.1
H -6.556655 2.504357 -1.376770 0.0 0.0 0.0
H -3.304391 3.925074 -4.720686 0.0 0.0 0.0
H -0.909157 3.370764 -4.987477 0.0 0.0 0.0
H 0.178755 1.788553 -3.333006 -0.1 0.0 0.0
S -2.986343 -4.705495 0.180567 -0.1 0.2 0.0
C -2.437425 -3.105269 0.076576 0.2 -0.1 0.0
S -2.392013 -2.053601 1.446184 0.0 0.0 -0.1
S -1.791809 -2.458489 -1.404603 0.0 0.1 0.1
C 2.370283 2.917332 -2.137229 0.0 0.0 -0.1
C 2.814857 1.630786 -2.797526 0.0 0.0 0.0
C 3.881994 1.649663 -3.683934 -0.1 -0.1 0.0
C 4.357765 0.502626 -4.317006 -0.1 -0.1 0.1
C 3.725898 -0.711848 -4.000105 -0.1 0.1 0.1
C 2.665136 -0.794361 -3.121166 0.0 0.1 0.0
C 2.056366 -2.115970 -2.759415 0.0 0.0 0.0
C 2.096893 0.391095 -2.481703 -0.1 0.3 0.1
N 1.052095 0.360278 -1.686253 -0.7 -0.8 0.7
H 3.139598 3.329809 -1.469486 0.0 0.0 0.0
H 1.475210 2.720151 -1.542478 0.0 0.0 0.0
H 2.138537 3.699093 -2.872449 0.0 0.0 0.0
H 4.366409 2.605579 -3.890738 0.0 0.0 0.0
H 5.187872 0.545352 -5.013467 0.0 0.0 0.0
H 4.083953 -1.632146 -4.461078 0.0 0.0 0.0
H 2.583761 -2.942124 -3.249153 0.0 0.0 0.0
H 0.995263 -2.163747 -3.022902 0.0 0.0 0.0
H 2.100885 -2.252275 -1.673499 0.0 0.0 0.0